1.
148
Properties=species:S:1:pos:R:3:mulliken_charge:R:1 method="wB97M-V/def2-TZVPD" total_charge=0 max_force_ev_per_a=8.03 gap_ev=7.406 total_energy_ev=-97575.644
Cd 0.610 2.049 0.785 5.1530
N 1.321 4.602 2.784 0.6762
O 1.515 5.745 2.560 -0.6909
O 0.614 3.845 2.101 -0.5488
O 1.988 4.039 3.643 -0.8681
C 0.805 -1.099 0.113 -0.2795
O 0.628 0.203 -0.202 -0.8340
H 0.863 -1.751 -0.758 -0.2346
H 1.755 -1.095 0.647 -0.3028
H -0.016 -1.289 0.804 0.0369
C 3.829 1.804 0.963 0.0198
O 2.679 2.043 0.947 -0.6612
N 4.552 2.676 0.304 -0.4232
N 4.471 0.788 1.470 -0.1726
H 4.124 3.542 0.010 0.2275
H 5.557 2.609 0.384 0.1848
H 5.439 0.570 1.280 0.1989
H 3.944 0.007 1.833 -0.0648
C -4.094 -3.188 -0.818 0.6589
O -4.662 -2.156 -0.521 -0.7176
N -4.118 -3.686 -2.005 -0.4038
N -3.511 -4.025 0.040 -0.2815
H -3.880 -4.630 -2.275 0.1633
H -4.749 -3.181 -2.610 0.2609
H -3.510 -3.776 1.019 0.0903
H -3.148 -4.898 -0.317 0.1373
C 0.524 0.566 3.703 0.2105
O 0.406 1.102 2.667 -0.2987
N 0.304 -0.665 3.902 -0.0790
N 0.873 1.139 4.812 -0.3768
H 0.220 -1.049 4.833 0.2083
H 0.074 -1.184 3.067 -0.2372
H 0.845 0.631 5.685 0.1334
H 1.245 2.076 4.746 0.0684
C 1.550 4.084 -1.441 0.3351
O 0.841 3.366 -0.786 -0.4597
N 1.621 3.989 -2.727 -0.3835
N 2.180 5.050 -0.977 -0.3237
H 2.330 4.378 -3.333 0.2189
H 1.083 3.217 -3.094 -0.0751
H 1.993 5.387 -0.043 0.2649
H 2.812 5.547 -1.589 0.1634
C -2.450 1.197 1.103 -0.1539
O -1.382 1.834 1.020 -0.7254
N -3.397 1.395 1.952 -0.2554
N -2.773 0.323 0.209 0.1011
H -4.259 0.875 2.036 -0.0498
H -3.303 2.104 2.664 0.3124
H -2.001 0.091 -0.400 -0.1036
H -3.611 -0.230 0.315 0.0401
C 1.367 -4.476 -1.508 -0.9473
C 1.086 -4.330 -2.998 0.3324
C 2.418 -4.121 -3.760 -0.0114
C 2.361 -4.599 -5.153 -0.1055
N 2.286 -5.023 -6.232 -0.5814
H 1.701 -5.473 -1.221 0.5891
H 0.457 -4.396 -0.913 0.0717
H 2.030 -3.691 -1.144 -0.1060
H 0.389 -3.521 -3.215 -0.2213
H 0.725 -5.238 -3.481 0.5561
H 3.271 -4.663 -3.353 0.4765
H 2.807 -3.102 -3.760 0.0208
C -0.401 -4.932 2.067 -0.7141
C 0.218 -4.611 3.404 -0.0556
C 1.761 -4.441 3.616 -0.7973
C 2.536 -3.333 3.087 0.5445
N 3.144 -2.421 2.773 -0.5343
H -0.146 -5.932 1.716 0.4383
H -0.044 -4.315 1.242 -0.0652
H -1.490 -4.903 2.110 0.2751
H -0.120 -5.293 4.184 0.4177
H -0.199 -3.629 3.628 -0.1723
H 2.177 -5.174 2.925 0.2957
H 2.165 -4.741 4.584 0.4007
C -3.696 5.002 -0.158 -1.2339
C -2.154 5.101 0.186 0.6979
C -1.822 6.048 1.364 -0.3929
C -2.396 5.567 2.629 0.3261
N -2.942 5.189 3.585 -0.6356
H -4.289 4.549 0.637 0.3246
H -3.882 4.406 -1.052 0.2304
H -4.203 5.950 -0.336 0.4262
H -1.603 5.082 -0.754 0.1523
H -1.776 4.168 0.603 -0.4835
H -2.304 7.014 1.221 0.5076
H -0.734 6.119 1.358 0.1307
C -6.877 -0.830 2.526 -1.4389
C -5.499 -1.043 3.114 0.3158
C -5.169 -2.468 3.651 -0.4793
C -3.782 -2.497 4.162 0.1965
N -2.735 -2.465 4.604 -0.4205
H -6.962 -1.616 1.775 0.3272
H -6.912 0.201 2.175 0.3498
H -7.711 -0.995 3.207 0.4025
H -5.434 -0.315 3.923 0.6034
H -4.828 -0.839 2.280 -0.6051
H -5.309 -3.113 2.783 0.2335
H -5.850 -2.811 4.430 0.4105
N 4.227 -2.226 -0.130 0.6837
C 5.389 -2.986 -0.254 -0.4562
C 5.840 -2.835 -1.555 -1.0674
C 4.985 -1.912 -2.148 0.0984
C 4.045 -1.451 -1.283 -0.4376
H 3.476 -2.386 0.527 -0.1142
H 5.670 -3.710 0.497 0.4430
H 6.637 -3.429 -1.977 0.4099
H 4.985 -1.580 -3.176 0.5077
H 3.308 -0.699 -1.527 -0.2138
N 4.085 2.660 4.930 0.3024
C 4.333 1.341 4.952 -0.4433
C 5.356 1.131 5.923 -0.8955
C 5.541 2.378 6.544 -0.6610
C 4.696 3.299 5.944 -0.3746
H 3.431 3.163 4.349 0.4143
H 3.805 0.733 4.232 0.6238
H 5.843 0.188 6.121 0.4316
H 6.085 2.571 7.457 0.3584
H 4.474 4.328 6.187 0.4366
N -0.106 -2.521 -5.749 0.2654
C -0.424 -3.760 -6.218 -0.8384
C -1.485 -4.312 -5.497 -0.5633
C -1.952 -3.208 -4.729 -0.0867
C -1.048 -2.130 -4.873 -0.8719
H 0.704 -1.963 -5.981 0.2869
H 0.190 -4.303 -6.920 0.6039
H -1.894 -5.276 -5.762 0.4834
H -2.863 -3.269 -4.153 0.2922
H -0.907 -1.173 -4.394 0.3627
N -3.288 4.822 -3.983 0.0761
C -2.541 3.811 -3.465 -0.6808
C -3.435 2.712 -3.253 0.0464
C -4.625 3.124 -3.818 -0.8600
C -4.569 4.512 -4.193 -0.5636
H -2.858 5.732 -4.069 0.2222
H -1.515 4.100 -3.292 0.5393
H -3.131 1.817 -2.729 0.4643
H -5.494 2.487 -3.743 0.3748
H -5.337 5.187 -4.541 0.4008
N 0.858 0.677 -3.069 2.2003
C -0.052 1.411 -3.786 -0.8945
C 0.427 1.595 -5.112 -0.3548
C 1.753 1.142 -5.056 -1.0970
C 1.983 0.556 -3.808 -0.3973
H 0.752 0.604 -2.068 -0.5914
H -0.969 1.685 -3.286 0.0326
H -0.136 2.116 -5.872 0.4535
H 2.513 1.109 -5.823 0.4701
H 2.878 0.122 -3.386 0.2675

2.
159
Properties=species:S:1:pos:R:3:mulliken_charge:R:1 method="wB97M-V/def2-TZVPD" total_charge=+1 max_force_ev_per_a=4.67 relative_energy_ev=5.528 gap_ev=8.302 total_energy_ev=-500054.582
C -4.526 -0.341 4.357 -0.5742
C -3.024 0.075 3.932 0.9265
C -3.128 0.861 2.588 0.5993
C -4.041 2.164 2.884 -1.5175
N -1.921 1.249 1.844 1.6155
C -1.672 0.563 0.610 -1.2703
N -2.461 0.861 -0.409 1.0808
C -3.516 1.904 -0.398 -0.8914
C -4.992 1.302 -0.278 -0.4696
C -5.594 1.095 -1.760 -0.8087
C -6.235 -0.353 -1.830 -0.3310
O -7.489 -0.294 -1.113 -0.4067
C -7.772 -1.471 -0.444 0.7499
C -8.750 -1.386 0.787 -0.6919
O -7.353 -2.560 -0.756 -0.5427
C -2.381 0.172 -1.708 0.2085
C -1.978 0.831 -2.941 -1.0007
C -1.920 0.088 -4.251 -0.7226
C -2.243 -1.342 -4.246 -0.6493
C -2.636 -2.012 -2.969 -2.0725
C -2.729 -1.268 -1.714 0.1077
N -0.640 -0.397 0.456 1.4453
O 0.235 -0.102 -0.602 -0.6721
C 0.205 -0.678 1.630 0.5622
C -0.231 -2.164 2.111 -2.2817
C -1.756 -2.483 1.895 0.8098
O -1.935 -3.356 0.744 -0.3792
Si -3.058 -4.612 1.072 0.7609
C -3.472 -5.691 -0.444 -1.0688
C -4.715 -3.841 1.649 -0.3539
C -2.468 -5.830 2.434 -1.0537
C 1.765 -0.886 1.317 0.1710
F 2.257 -1.572 2.488 -0.4527
C 2.616 0.434 1.214 -0.3980
C 3.653 0.640 2.398 -0.6568
C 0.084 0.243 2.886 -0.9564
C -0.707 1.594 2.588 -0.1101
P -0.887 2.728 4.083 0.2984
O 0.342 2.229 5.137 -0.4128
Br -0.247 4.833 3.470 -0.2705
H -5.257 -0.189 3.508 0.1687
H -4.531 -1.442 4.573 0.0630
H -4.850 0.266 5.250 0.1887
H -2.453 -0.892 3.911 -0.3637
H -2.625 0.659 4.817 -0.3285
H -3.776 0.241 1.896 -0.2590
H -4.156 2.342 3.993 0.3806
H -5.050 2.098 2.405 0.1333
H -3.478 3.070 2.501 0.3121
H -3.489 2.384 -1.422 0.7851
H -3.314 2.754 0.323 -0.0109
H -5.688 2.020 0.229 0.7017
H -5.004 0.271 0.180 -0.1340
H -6.411 1.838 -1.980 0.5625
H -4.823 1.197 -2.566 0.2165
H -6.458 -0.680 -2.887 0.4512
H -5.493 -1.083 -1.415 0.1277
H -9.617 -2.066 0.540 0.3324
H -8.290 -1.776 1.729 -0.0139
H -9.159 -0.341 0.892 0.2836
H -1.740 1.912 -2.914 0.5922
H -1.652 0.596 -5.189 0.6531
H -2.193 -1.917 -5.210 0.4174
H -2.857 -3.106 -3.045 1.0218
H -3.062 -1.823 -0.803 0.6667
H 0.093 0.839 -0.849 0.4568
H 0.027 -2.369 3.179 0.3775
H 0.352 -2.883 1.461 0.5100
H -2.079 -3.116 2.785 0.6920
H -2.451 -1.603 1.889 -0.6606
H -4.465 -6.211 -0.280 0.3501
H -3.483 -5.133 -1.418 0.1833
H -2.714 -6.533 -0.489 0.3367
H -5.399 -4.571 2.153 0.4604
H -4.520 -2.931 2.299 -0.1324
H -5.289 -3.440 0.753 -0.0586
H -1.905 -6.704 2.017 0.3018
H -3.400 -6.196 2.968 0.2864
H -1.848 -5.315 3.232 0.3453
H 1.938 -1.626 0.486 0.7921
H 3.183 0.502 0.249 0.3223
H 1.933 1.339 1.251 -0.0874
H 4.324 1.520 2.169 -0.1034
H 4.347 -0.241 2.516 0.3051
H 3.170 0.826 3.393 0.1653
H -0.381 -0.353 3.726 0.1311
H 1.062 0.580 3.344 -0.1739
H -0.026 2.150 1.860 0.4999
H 1.126 2.780 4.937 0.2982
C -2.462 -9.360 4.497 -0.2085
Cl -3.196 -10.118 3.079 -0.1448
Cl -3.686 -8.621 5.537 -0.1492
H -1.928 -10.117 5.065 0.3205
H -1.771 -8.590 4.166 0.1883
C -2.117 1.537 8.078 -0.0345
Cl -2.047 -0.042 8.865 -0.1880
Cl -3.413 1.595 6.877 -0.0869
H -2.296 2.301 8.830 0.4048
H -1.168 1.724 7.579 -0.0662
C 0.335 3.483 -5.213 -0.2946
Cl 2.057 3.194 -5.485 -0.1569
Cl -0.477 2.020 -4.620 -0.0387
H 0.223 4.274 -4.475 0.1273
H -0.125 3.786 -6.150 0.3096
C 2.277 0.913 -8.369 0.1570
Cl 2.935 1.564 -9.873 -0.1601
Cl 1.075 -0.346 -8.686 -0.1612
H 3.088 0.487 -7.784 0.2620
H 1.804 1.718 -7.813 -0.1095
C 6.197 4.173 1.759 -0.0026
Cl 5.429 3.347 0.396 -0.1491
Cl 4.993 4.921 2.820 -0.1433
H 6.770 3.449 2.332 0.3451
H 6.858 4.950 1.376 -0.0831
C 8.413 2.845 -2.362 -0.1838
Cl 8.644 1.288 -1.559 -0.1385
Cl 8.301 4.161 -1.185 -0.1614
H 9.257 3.031 -3.021 0.1711
H 7.494 2.810 -2.942 0.2832
C 0.828 -4.386 -3.060 -0.3751
Cl 0.697 -6.120 -3.378 -0.1653
Cl -0.771 -3.639 -2.887 0.0636
H 1.387 -4.238 -2.140 0.1824
H 1.348 -3.914 -3.889 0.3603
C -8.130 -2.585 5.125 -0.3703
Cl -8.023 -0.927 4.512 -0.1449
Cl -6.540 -3.352 5.200 -0.1078
H -8.558 -2.563 6.123 0.3696
H -8.768 -3.164 4.461 0.2718
C 9.234 0.373 -5.727 0.0985
Cl 10.071 1.701 -4.910 -0.1478
Cl 9.233 -1.090 -4.735 -0.1563
H 8.206 0.670 -5.919 0.2594
H 9.738 0.163 -6.666 -0.0525
C 10.776 1.213 -9.705 -0.0014
Cl 11.914 1.749 -8.462 -0.1569
Cl 9.392 0.377 -8.987 -0.1935
H 10.419 2.080 -10.254 0.1078
H 11.287 0.532 -10.381 0.2525
C 12.353 3.890 -12.455 -0.2799
Cl 12.188 2.170 -12.825 -0.1407
Cl 10.777 4.640 -12.174 -0.1456
H 12.960 4.001 -11.560 0.2575
H 12.835 4.386 -13.293 0.3156
C 8.855 6.638 3.521 -0.2455
Cl 8.913 5.051 4.296 -0.1514
Cl 7.615 6.691 2.260 -0.1271
H 8.625 7.390 4.271 0.2888
H 9.822 6.848 3.072 0.2868
C 1.339 -1.244 8.421 0.0236
Cl 1.503 -1.245 6.658 -0.0988
Cl 2.013 -2.715 9.128 -0.1637
H 1.868 -0.384 8.824 0.3081
H 0.284 -1.181 8.675 -0.0713
C -2.072 5.498 -0.833 -0.5467
Cl -1.737 5.493 -2.568 -0.1441
Cl -1.447 4.036 -0.056 0.0337
H -1.597 6.366 -0.383 0.4242
H -3.148 5.545 -0.681 0.3084

3.
134
Properties=species:S:1:pos:R:3:mulliken_charge:R:1 method="wB97M-V/def2-TZVPD" total_charge=+6 max_force_ev_per_a=3.50 relative_energy_ev=0.000 gap_ev=7.111 total_energy_ev=-78135.550
C 27.652 13.336 16.503 -0.9111
C 26.420 13.206 15.545 -0.5596
N 26.667 12.151 14.540 0.1482
C 27.526 12.194 13.430 -0.4179
C 27.571 10.942 12.905 -0.3881
N 26.734 10.131 13.715 0.1085
C 26.201 10.911 14.637 -0.1207
C 26.589 8.669 13.703 -0.8300
H 27.673 14.205 17.098 0.3833
H 28.547 13.380 15.771 0.2830
H 27.797 12.432 17.116 0.2932
H 26.245 14.081 14.846 0.3139
H 25.439 12.894 15.982 0.3328
H 28.011 13.080 13.118 0.4744
H 28.104 10.488 12.093 0.4318
H 25.554 10.574 15.377 0.4449
H 26.932 8.231 14.640 0.3534
H 27.206 8.251 12.922 0.3096
H 25.541 8.426 13.466 0.3373
C 15.514 19.210 8.299 -0.9928
C 15.363 19.641 6.793 -0.6446
N 14.845 18.496 6.013 0.1015
C 15.513 17.543 5.321 -0.3277
C 14.635 16.718 4.698 -0.4072
N 13.402 17.256 5.024 0.0862
C 13.565 18.329 5.798 0.0529
C 12.067 16.797 4.512 -0.7791
H 16.037 18.278 8.397 0.3442
H 14.507 19.145 8.727 0.3183
H 16.139 19.929 8.828 0.3592
H 16.337 19.843 6.329 0.3403
H 14.733 20.529 6.586 0.3799
H 16.575 17.599 5.265 0.4207
H 14.818 15.826 4.116 0.4371
H 12.744 18.873 6.216 0.3587
H 11.954 16.852 3.426 0.3416
H 11.293 17.362 5.029 0.2708
H 11.966 15.707 4.745 0.3399
C 16.540 6.376 23.617 -1.1681
C 16.687 4.903 23.156 -0.3001
N 18.116 4.517 22.852 0.0743
C 18.651 3.759 21.783 -0.4206
C 19.996 3.588 22.068 -0.2969
N 20.276 4.181 23.228 0.1357
C 19.113 4.768 23.703 -0.1178
C 21.602 4.062 23.860 -0.8273
H 16.764 6.400 24.680 0.3584
H 15.567 6.736 23.415 0.3888
H 17.196 7.026 23.097 0.3606
H 16.198 4.649 22.247 0.3514
H 16.376 4.316 24.012 0.2781
H 18.069 3.482 20.949 0.4262
H 20.720 3.216 21.388 0.4439
H 19.037 5.245 24.720 0.3065
H 21.491 4.056 24.960 0.3390
H 22.317 4.818 23.575 0.2930
H 21.962 3.082 23.513 0.3752
C 31.273 13.652 6.100 -1.4645
C 31.526 15.137 6.010 -0.2219
N 30.707 15.828 5.008 0.1280
C 30.206 15.210 3.939 -0.2340
C 29.448 16.107 3.258 -0.5600
N 29.600 17.299 3.911 0.0540
C 30.391 17.123 4.980 -0.0026
C 29.024 18.597 3.465 -0.8144
H 30.241 13.308 6.171 0.4045
H 31.694 13.333 7.007 0.3898
H 31.686 13.140 5.276 0.4188
H 32.587 15.351 5.837 0.2761
H 31.260 15.546 6.992 0.3837
H 30.451 14.224 3.637 0.4112
H 28.832 16.049 2.352 0.4439
H 30.770 17.904 5.605 0.3971
H 29.385 18.790 2.486 0.3595
H 29.222 19.349 4.196 0.2992
H 27.910 18.475 3.407 0.3315
C 4.700 12.576 12.491 -1.0668
C 3.210 12.857 12.398 -0.4798
N 2.986 13.813 11.318 0.1370
C 2.701 15.148 11.523 -0.3041
C 3.051 15.761 10.376 -0.4020
N 3.461 14.796 9.497 0.0696
C 3.444 13.609 10.079 -0.0191
C 3.859 14.947 8.062 -0.8839
H 5.282 13.468 12.747 0.3021
H 5.076 12.063 11.598 0.3740
H 4.859 11.842 13.273 0.3870
H 2.761 13.302 13.301 0.3591
H 2.667 11.984 12.121 0.2775
H 2.410 15.508 12.488 0.4074
H 2.966 16.807 10.171 0.4414
H 3.812 12.632 9.746 0.3566
H 4.937 15.182 8.050 0.3275
H 3.257 15.693 7.564 0.3472
H 3.774 14.042 7.559 0.3692
C 21.700 21.130 21.081 -1.0155
C 23.037 20.780 20.468 -0.5403
N 23.625 21.886 19.589 0.1374
C 24.629 22.769 19.997 -0.2902
C 25.111 23.409 18.867 -0.4685
N 24.326 22.968 17.836 0.1115
C 23.433 22.097 18.290 -0.0195
C 24.630 23.226 16.437 -0.7705
H 21.468 20.194 21.509 0.3440
H 20.965 21.404 20.347 0.3456
H 21.739 21.931 21.814 0.3405
H 22.949 19.849 19.870 0.3446
H 23.769 20.610 21.232 0.3387
H 24.884 22.969 21.032 0.4071
H 25.891 24.110 18.881 0.4575
H 22.788 21.559 17.625 0.3382
H 25.706 23.125 16.238 0.3491
H 24.390 24.228 16.114 0.3355
H 23.977 22.540 15.842 0.2548
C 18.123 10.988 14.720 -1.1438
C 18.469 11.973 15.767 -0.4311
N 17.295 12.566 16.412 0.1851
C 17.261 12.970 17.691 -0.2173
C 15.954 13.375 17.922 -0.4146
N 15.328 13.244 16.725 0.0474
C 16.154 12.751 15.811 -0.1600
C 13.874 13.357 16.509 -0.8364
H 18.976 10.547 14.222 0.2936
H 17.457 11.417 13.974 0.3301
H 17.601 10.142 15.206 0.3406
H 19.128 12.803 15.412 0.3008
H 19.171 11.537 16.492 0.3873
H 18.170 13.048 18.371 0.3911
H 15.543 13.842 18.751 0.4617
H 16.011 12.601 14.766 0.3464
H 13.449 13.443 17.516 0.3418
H 13.594 12.365 16.097 0.3696
H 13.561 14.169 15.863 0.2709
Cl 21.658 12.034 15.531 -0.8499

Number 1: LUMO energy 0.06 eV. Number 2: LUMO energy -2.97 eV. Number 3: LUMO energy -7.30 eV.